Below is the molecule C4H4N2O2, with properties calculated with ωB97M-V with the def2-TZVPD basis set.

E_HOMO ... -8.98 eV
Orbital gap ... 8.92 eV
Lowest unoccupied orbital energy ... -0.058 eV
SMILES string ... O=Cn1cncc1O

Structure (ORCA input):
```
! wB97M-V def2-TZVPD RIJCOSX def2/J DEFGRID3
* xyz 0 1
O -1.968 0.433 -1.821
C -1.316 -0.332 -0.998
N -0.499 0.063 0.087
C -0.123 1.428 0.405
N 0.999 1.539 1.152
C 1.551 0.166 1.064
C 0.635 -0.705 0.401
O 0.799 -1.967 -0.094
H -1.364 -1.581 -0.834
H -0.839 2.278 0.214
H 2.446 -0.197 1.461
H 1.137 -2.788 0.584
*
```

=====

Below is the molecule C4H4N2O2, with properties calculated with ωB97M-V with the def2-TZVPD basis set.

E_HOMO ... -8.55 eV
Orbital gap ... 8.56 eV
Lowest unoccupied orbital energy ... 0.016 eV
SMILES string ... C#C[C@H]1ON=CNO1

Structure (ORCA input):
```
! wB97M-V def2-TZVPD RIJCOSX def2/J DEFGRID3
* xyz 0 1
C 3.110 -0.113 -0.448
C 1.930 -0.157 0.242
C 0.550 0.043 0.538
O 0.290 1.274 -0.047
N -1.177 1.369 -0.259
C -1.887 0.340 -0.081
N -1.629 -0.827 -0.109
O -0.296 -1.068 -0.214
H 4.196 0.411 -0.612
H 0.253 -0.091 1.479
H -2.986 0.519 -0.106
H -2.354 -1.700 -0.382
*
```

=====

Below is a structure of composition C4H4N2O2, with properties calculated with ωB97M-V with the def2-TZVPD basis set.

E_HOMO ... -10.21 eV
Orbital gap ... 10.45 eV
Lowest unoccupied orbital energy ... 0.236 eV

Structure (ORCA input):
```
! wB97M-V def2-TZVPD RIJCOSX def2/J DEFGRID3
* xyz 0 1
C -2.037 0.088 -0.185
C -0.169 0.669 -0.457
C 1.237 0.814 0.055
C 1.148 -0.860 0.107
H 0.649 1.453 1.091
H 2.176 1.414 -0.561
H 1.983 -1.676 -0.301
H 0.891 -1.364 1.122
N -1.246 1.246 -0.165
N -0.094 -0.685 -0.669
O -3.165 -0.071 0.062
O -1.372 -1.028 -0.099
*
```

=====

Below is the molecule C4H4N2O2, with properties calculated with ωB97M-V with the def2-TZVPD basis set.

E_HOMO ... -9.41 eV
Orbital gap ... 9.70 eV
Lowest unoccupied orbital energy ... 0.293 eV
SMILES string ... C=Cn1oncc1=O

Structure (ORCA input):
```
! wB97M-V def2-TZVPD RIJCOSX def2/J DEFGRID3
* xyz 0 1
C 0.032 2.016 -1.739
C -0.344 1.444 -0.634
N -0.061 0.144 -0.241
O 0.780 -0.669 -0.881
N 1.065 -1.685 0.041
C 0.405 -1.467 1.107
C -0.528 -0.302 0.887
O -1.366 0.147 1.593
H 0.718 1.552 -2.429
H -0.077 3.245 -1.810
H -0.894 2.064 0.166
H 0.532 -2.045 2.046
*
```

=====

Below is the molecule C4H4N2O2, with properties calculated with ωB97M-V with the def2-TZVPD basis set.

E_HOMO ... -9.05 eV
Orbital gap ... 8.88 eV
Lowest unoccupied orbital energy ... -0.166 eV
SMILES string ... O=c1cccnn1O

Structure (ORCA input):
```
! wB97M-V def2-TZVPD RIJCOSX def2/J DEFGRID3
* xyz 0 1
O -2.315 0.797 0.655
C -1.249 0.337 0.281
C -0.907 -1.046 -0.061
C 0.357 -1.460 -0.333
C 1.390 -0.537 -0.400
N 1.143 0.750 -0.111
N -0.111 1.131 0.155
O -0.261 2.483 0.409
H -1.707 -1.814 -0.104
H 0.586 -2.530 -0.450
H 2.400 -0.832 -0.544
H 0.675 2.720 0.504
*
```

=====

Below is the molecule C4H4N2O3S, with properties calculated with ωB97M-V with the def2-TZVPD basis set.

E_HOMO (alpha / beta) ... -8.35 / -8.35 eV
Orbital gap (alpha / beta) ... 7.90 / 7.89 eV
Lowest unoccupied orbital energy (alpha / beta) ... -0.452 / -0.452 eV

Structure (ORCA input):
```
! wB97M-V def2-TZVPD RIJCOSX def2/J DEFGRID3
* xyz 0 1
C 2.485 -0.507 0.297
C 1.814 0.738 0.017
C -0.176 -0.362 -0.313
C -2.213 0.503 0.240
N 1.955 -1.402 -0.516
N -1.427 -0.651 -0.081
O 3.381 -0.745 1.060
O 0.436 0.768 -0.006
O 0.596 -1.308 -0.879
S 2.533 2.124 -0.439
H -3.146 0.295 -0.168
H -2.323 0.446 1.281
H -1.995 1.492 -0.009
H -1.920 -1.390 -0.484
*
```